Below is a structure of composition C45H51F3N2O3PtSSb3 in a non-equilibrium geometry, with properties calculated with the ωB97M-V functional and the def2-TZVPD basis.

E_tot in Eh: -3618.08498
Total charge: +1
HOMO energy (alpha / beta) in Ha: -0.3798 / -0.3986
Maximum force in eV/A: 3.0
Energy relative to the best compared isomer or geometry (same formula, charge and spin) in kJ/mol: 216.0
2S+1: 3

Last column: Mulliken spin population.
CARTESIAN COORDINATES (ANGSTROEM)
Pt (-0.57335, -0.57260, -0.27994)  0.34
Sb (-0.74264, -0.89952, 2.36502)  -0.07
Sb (-2.37712, -2.73178, -0.41443)  0.06
Sb (-0.74158, 0.39472, -2.67757)  0.43
S (4.44761, 3.86809, 5.88643)  0.00
F (6.21262, 3.42860, -2.00635)  0.00
F (4.76354, 4.47479, -3.21336)  0.00
F (5.68888, 2.67097, -3.95076)  0.00
O (3.35198, 4.48969, 6.57036)  0.00
O (5.07412, 4.63329, 4.81232)  0.36
O (5.28412, 2.96806, 6.62092)  0.00
N (1.75033, 0.57901, 1.71748)  0.05
N (2.00087, 1.05000, -1.04399)  0.00
C (3.65657, 0.96580, 3.14189)  0.02
C (-0.18845, -2.06566, -4.59437)  0.01
C (-2.85799, 0.72306, -3.05097)  -0.02
C (0.69887, 4.50215, -2.78986)  0.01
C (-2.85893, -4.05129, 1.31075)  0.05
C (0.49879, -2.71500, -3.43202)  -0.02
C (-3.44674, -2.45553, 3.14541)  0.02
C (1.80694, 3.48460, -4.64160)  0.00
C (2.46780, 3.30767, 4.06217)  0.08
C (3.22527, 3.08505, -1.32696)  0.02
C (0.34445, 2.16025, -3.29014)  -0.07
C (-6.16272, -2.82778, 2.60844)  -0.01
C (-3.48347, -3.91498, -1.86794)  0.09
C (4.08021, 2.45272, -2.21919)  0.00
C (1.84267, 2.56017, 3.08557)  0.00
C (-4.42205, -1.74371, 3.84228)  -0.01
C (1.23056, 2.24563, -4.35897)  0.00
C (3.89823, 1.10537, -2.49673)  0.00
C (-3.84805, -3.35814, 2.14478)  -0.01
C (-0.71315, -0.78412, -4.48201)  -0.01
C (-1.31091, -0.17059, -5.57390)  0.01
C (2.42359, 1.37494, 2.62342)  0.18
C (-5.21062, -3.53192, 1.89817)  0.01
C (0.12493, 3.28056, -2.49564)  0.06
C (-4.97492, 1.79666, -3.33430)  0.00
C (-0.29416, -2.71815, -5.81905)  0.00
C (-4.87950, -0.58896, -3.29272)  0.00
C (1.62838, 1.09561, -5.23105)  0.00
C (0.79033, -1.15192, 3.86296)  0.01
C (1.53981, 4.60781, -3.88555)  0.00
C (-2.02880, -2.27525, 3.51944)  0.00
C (-0.89879, -2.11005, -6.90473)  0.00
C (-3.80997, -1.18063, -0.02873)  -0.04
C (-1.71899, 0.83246, 3.17168)  0.02
C (4.30270, 1.72408, 4.10199)  0.06
C (5.19110, 3.25514, -2.85575)  0.00
C (-3.59055, 1.89657, -3.20113)  -0.01
C (2.20361, 2.33402, -0.77003)  -0.01
C (-3.51246, -0.50207, -3.12229)  0.01
C (-1.40441, -0.82681, -6.78640)  0.00
C (3.64791, 2.83144, 4.57769)  0.21
C (-5.62216, 0.57737, -3.37234)  0.00
C (2.83886, 0.45609, -1.88066)  0.01
C (-5.76687, -1.92012, 3.58011)  0.01
C (-2.96901, 3.25811, -3.23176)  0.00
H (-3.41207, -0.24278, -0.40882)  0.02
H (-1.93214, -4.27307, 1.82942)  0.00
H (2.04865, 4.21580, 4.45710)  0.00
H (-3.96595, -1.09500, 1.04027)  0.01
H (2.65027, -0.59079, -2.06838)  0.00
H (-0.97569, -2.63505, -7.84422)  0.00
H (-4.11461, -1.05427, 4.61662)  0.00
H (3.35509, 4.12961, -1.08695)  0.00
H (-1.98653, 3.23648, -3.69510)  0.00
H (5.26520, 1.45579, 4.50383)  0.00
H (-0.52523, 3.19262, -1.63341)  0.02
H (-5.35801, -1.55556, -3.35447)  0.00
H (0.98875, 1.04897, -6.11244)  0.00
H (2.31676, -0.13043, 1.27005)  0.00
H (-2.86680, 3.64863, -2.21985)  0.00
H (1.61462, -1.74558, 3.48780)  0.00
H (0.50382, 5.36374, -2.16913)  0.00
H (-1.49718, -3.22629, 3.55150)  0.00
H (4.55549, 0.58689, -3.17575)  0.00
H (-4.54083, -3.85485, -1.62343)  0.00
H (-1.70475, 0.83462, -5.47408)  0.00
H (-3.14888, -4.94246, -1.76760)  0.00
H (-1.97229, -1.81561, 4.50775)  0.00
H (1.99686, 5.55228, -4.13559)  0.00
H (-0.14900, -2.71045, -2.54972)  0.03
H (-6.69497, 0.53435, -3.48643)  0.00
H (-6.50342, -1.36099, 4.13797)  0.00
H (-3.32514, -3.57951, -2.88594)  0.00
H (-5.52164, -4.24609, 1.14894)  0.00
H (-3.25240, -4.95943, 0.86341)  0.00
H (-7.21191, -2.98088, 2.40942)  0.00
H (2.49155, 3.55178, -5.47492)  0.00
H (-3.59515, 3.94653, -3.79333)  0.00
H (-2.92188, -1.40985, -3.06320)  0.00
H (-1.52288, 0.87054, 4.23742)  0.00
H (0.35751, -1.65284, 4.72030)  0.00
H (-1.35957, 1.74035, 2.70319)  -0.01
H (-4.75527, -1.38961, -0.51543)  0.00
H (0.89095, 2.87584, 2.69131)  0.00
H (0.77324, -3.74109, -3.65920)  0.00
H (-2.78774, 0.74500, 3.00351)  0.00
H (0.09915, -3.71872, -5.92384)  0.00
H (-5.55591, 2.70446, -3.40425)  0.00
H (-1.87259, -0.34108, -7.62889)  0.00
H (1.15980, -0.17982, 4.16174)  0.00
H (4.10265, 0.04657, 2.79952)  0.00
H (1.55962, 0.14411, -4.71096)  0.00
H (1.40791, -2.16652, -3.18239)  0.00
H (1.16618, 1.06376, 1.04486)  0.04
H (2.65105, 1.23557, -5.57383)  0.00
H (1.51995, 2.79906, -0.07316)  0.03